{
  "formula": "C20H35N6O3Y",
  "method": "the ωB97M-V functional and the def2-TZVPD basis",
  "total_charge": 2,
  "homo_energy_ha": -0.5119,
  "e_tot_ha": -1375.2847,
  "e_above_lowest_kcal_mol": 5.6,
  "e_lumo_ev": -6.07,
  "gap_ev": 7.86,
  "max_force_ev_per_a": 2.82,
  "species": ["Y", "C", "C", "C", "O", "C", "O", "O", "H", "H", "H", "H", "H", "H", "H", "C", "N", "C", "C", "N", "C", "C", "C", "C", "C", "C", "N", "C", "N", "C", "C", "N", "C", "C", "N", "C", "C", "H", "H", "H", "H", "H", "H", "H", "H", "H", "H", "H", "H", "H", "H", "H", "H", "H", "H", "H", "H", "H", "H", "H", "H", "H", "H", "H", "H"],
  "positions_angstrom": [[-0.42600, -0.38560, 0.02400], [1.01000, -4.17100, -1.37940], [0.47550, -2.80960, -1.81020], [0.08390, -2.83560, -3.28490], [-0.72810, -2.46860, -1.00530], [1.59490, -1.72850, -1.57810], [2.66110, -1.87660, -2.09730], [1.26250, -0.72250, -0.81560], [0.27510, -4.94880, -1.58140], [1.28360, -4.19930, -0.32530], [1.90110, -4.39020, -1.96230], [-0.63650, -3.63570, -3.45990], [0.96620, -3.04590, -3.88460], [-0.34010, -1.88610, -3.61710], [-1.38610, -3.13320, -1.27940], [1.11930, -1.86470, 2.42870], [0.01640, -1.66110, 3.34890], [-0.56630, -2.90280, 3.83660], [-0.72690, -0.52890, 3.23660], [-0.61210, 0.19310, 2.10630], [-0.72100, 1.60930, 2.14370], [-0.33330, 2.35180, 3.25620], [-0.41390, 3.73140, 3.23820], [-0.86910, 4.39010, 2.10790], [-1.23730, 3.67200, 0.98560], [-1.17030, 2.28070, 0.98690], [-1.46060, 1.51570, -0.17390], [-2.37250, 1.95330, -1.06180], [-2.12950, 1.73450, -2.37830], [-0.77900, 1.40300, -2.78590], [-3.14970, 1.25160, -3.29200], [-3.49980, 2.57230, -0.67480], [-4.25240, 3.51300, -1.48260], [-4.04340, 2.39820, 0.65490], [-1.57190, -0.18040, 4.22220], [-1.38580, -0.48670, 5.62820], [-2.73770, 0.63660, 3.96510], [1.84740, -2.52140, 2.90630], [1.62190, -0.91530, 2.20410], [0.79140, -2.35800, 1.49090], [0.23500, -3.61030, 4.03800], [-1.23280, -3.33300, 3.07860], [-1.13070, -2.75670, 4.75120], [0.03870, 1.84070, 4.13030], [-0.12850, 4.28870, 4.11300], [-0.94250, 5.46370, 2.09930], [-1.56500, 4.18620, 0.09540], [-0.06010, 2.06780, -2.29940], [-0.70320, 1.53850, -3.86410], [-0.51620, 0.34870, -2.56000], [-4.14880, 1.51660, -2.96100], [-3.09020, 0.15730, -3.36360], [-2.97920, 1.67160, -4.28350], [-3.68630, 3.83480, -2.35300], [-4.47110, 4.39050, -0.86800], [-5.20780, 3.08230, -1.79600], [-3.72780, 1.43900, 1.06850], [-5.13150, 2.40490, 0.57700], [-3.74190, 3.19870, 1.33680], [-0.37410, -0.83050, 5.82840], [-2.11240, -1.22910, 5.97060], [-1.55870, 0.43000, 6.19810], [-3.04310, 0.53160, 2.92410], [-2.56350, 1.69380, 4.18580], [-3.54560, 0.27840, 4.60410]],
  "lowdin_charge": [1.648, 0.007, -0.471, 0.008, -0.127, -0.549, 0.171, -0.187, 0.102, 0.093, 0.112, 0.103, 0.114, 0.086, 0.138, -0.043, -0.130, -0.008, -0.346, -0.052, -0.245, -0.025, -0.046, -0.045, -0.021, -0.246, -0.053, -0.351, -0.134, -0.029, -0.016, -0.126, -0.023, -0.019, -0.127, -0.025, -0.019, 0.115, 0.107, 0.072, 0.106, 0.107, 0.077, 0.126, 0.119, 0.119, 0.126, 0.114, 0.113, 0.058, 0.082, 0.103, 0.110, 0.105, 0.110, 0.104, 0.081, 0.110, 0.104, 0.106, 0.103, 0.109, 0.081, 0.103, 0.111]
}